Record 1
{"formula": "CH3Cl2PS2", "method": "ωB97M-V/def2-TZVPD", "elements": ["C", "P", "S", "S", "Cl", "Cl", "H", "H", "H"], "xyz": [[0.160, -0.113, -0.179], [2.598, 1.041, -1.505], [0.110, 4.957, -1.984], [1.084, -0.363, -1.733], [0.772, 3.070, -2.201], [3.400, 0.973, -3.308], [0.569, -0.751, 0.597], [-0.866, -0.397, -0.392], [0.210, 0.932, 0.107]], "nbo_charge": [-0.731, 0.443, 0.007, -0.047, -0.117, -0.254, 0.227, 0.240, 0.233], "energy_ev": -57088.420, "de_lowest_kcal_mol": 75.1, "largest_force_ev_per_a": 1.619}

Record 2
{"formula": "CH3Cl3O3SSi", "method": "ωB97M-V/def2-TZVPD", "elements": ["C", "O", "O", "O", "Si", "S", "Cl", "Cl", "Cl", "H", "H", "H"], "xyz": [[0.083, -0.911, -1.017], [2.251, 0.626, -0.176], [3.677, 1.128, 1.795], [3.875, -0.947, 0.580], [1.792, -1.019, -0.265], [3.561, 0.449, 0.587], [2.752, -2.315, -1.407], [1.395, -1.212, 1.726], [4.592, 1.366, -0.787], [-0.271, -1.884, -0.846], [-0.669, -0.226, -0.709], [0.035, -0.573, -1.987]], "nbo_charge": [-1.144, -0.980, -0.860, -0.904, 1.629, 2.323, -0.299, -0.354, -0.160, 0.241, 0.259, 0.248], "energy_ev": -63510.692, "de_lowest_kcal_mol": 27.7, "largest_force_ev_per_a": 3.404}

Record 3
{"formula": "CH3Cl3SSi", "method": "ωB97M-V/def2-TZVPD", "elements": ["C", "Si", "S", "Cl", "Cl", "Cl", "H", "H", "H"], "xyz": [[0.692, 1.235, -0.294], [1.465, 1.179, 2.375], [-0.939, 0.284, -0.226], [-0.128, 1.060, 3.570], [2.514, 2.937, 2.464], [2.525, -0.431, 2.857], [0.552, 2.318, -0.127], [1.444, 0.848, -0.910], [-0.458, -0.823, -0.945]], "nbo_charge": [-0.638, 1.163, -0.039, -0.339, -0.360, -0.347, 0.218, 0.202, 0.140], "energy_ev": -57367.501, "de_lowest_kcal_mol": 57.6, "largest_force_ev_per_a": 5.180}

Record 4
{"formula": "CH3ClCuFNO2S", "method": "ωB97M-V/def2-TZVPD", "elements": ["C", "N", "Cl", "S", "O", "O", "F", "H", "H", "H", "Cu"], "xyz": [[1.277, 0.703, 0.082], [0.152, -0.228, 0.329], [0.305, -1.582, -0.768], [-1.352, 0.574, 0.119], [-1.383, 1.272, -1.107], [-1.623, 1.152, 1.374], [-2.221, -0.699, -0.033], [1.216, 1.465, 0.859], [1.226, 1.155, -0.908], [2.201, 0.144, 0.189], [0.201, -3.956, -0.136]], "nbo_charge": [-0.456, -0.608, 0.047, 2.500, -0.853, -0.830, -0.462, 0.261, 0.228, 0.235, 0.938], "total_charge": 1, "energy_ev": -77375.049, "largest_force_ev_per_a": 0.716}